No. 1
Below is an isolated molecule of C2H3F3N2O, with properties calculated with ωB97M-V/def2-TZVPD.

Computed properties:
Gap between HOMO and LUMO, eV: 10.72
Relative energy (zero: lowest compared OMol25 entry of this formula, charge and spin), kcal/mol: 20.19
HOMO energy, Eh: -0.36431
SMILES: NN(C=O)C(F)(F)F
Electronic energy, Ha: -562.3322

```
11
Properties=species:S:1:pos:R:3:forces:R:3
C 0.120278 -0.776175 1.330768 -0.7 2.4 0.0
C -0.301662 1.259745 -0.325325 -0.2 0.6 1.7
N 0.023372 -0.081154 0.081574 0.1 -0.6 0.7
N 0.045314 -0.944885 -1.050472 2.1 0.5 -1.5
O 0.207926 -1.979691 1.303122 0.2 0.7 0.8
F 0.490268 1.562008 -1.333108 0.5 0.5 -0.5
F -1.551027 1.471276 -0.717196 -0.5 -0.8 -0.4
F -0.148601 2.204080 0.661844 0.7 -1.3 -0.3
H 0.053513 -0.048854 2.275281 0.2 -1.7 -1.9
H 0.062073 -1.879050 -0.636051 0.1 0.2 -0.3
H 0.998546 -0.787300 -1.590437 -2.4 -0.5 1.6
```
Positions in Å, forces in eV/Å.

natural (NBO) atomic charge list, values in e, 2 entries:
1. C 0.53
2. C 1.10

=====

No. 2
Below is a 2-piece molecular cluster, C12H21NSi overall, with properties calculated with ωB97M-V/def2-TZVPD.

Computed properties:
Gap between HOMO and LUMO, eV: 9.41
Relative energy (zero: lowest compared OMol25 entry of this formula, charge and spin), kcal/mol: 78.20
HOMO energy, Eh: -0.31525
SMILES: CN(C)[SiH2]c1ccccc1.C=C(C)C
Electronic energy, Ha: -813.9885

```
35
Properties=species:S:1:pos:R:3:forces:R:3
C -3.661581 -1.116134 -2.731379 0.1 -0.1 0.8
C -2.594563 -1.931002 -2.476899 -0.1 -0.4 -2.5
C -4.099472 -0.174017 -1.818754 2.3 -1.3 0.1
C -1.809504 -1.749074 -1.423977 2.5 -1.0 2.6
C -3.238819 0.090876 -0.761170 -0.3 0.2 0.8
C -2.077422 -0.723293 -0.565851 -1.0 2.4 1.8
C 3.762279 1.142086 0.317730 0.0 -0.5 -0.7
C 2.211231 2.184734 -1.256670 -0.8 0.5 -1.2
C 3.956451 3.603506 -0.490457 2.4 0.2 1.6
C -1.170742 -2.889597 1.811256 0.6 -0.4 -0.8
C 0.175650 -1.136926 3.086946 -1.1 3.0 -2.1
C 3.216683 2.303961 -0.438075 1.5 0.4 -1.3
N -0.627838 -1.506120 1.890291 0.3 -1.3 0.8
Si -0.988233 -0.185648 0.883011 -2.9 -1.1 -0.3
H -4.135359 -1.281789 -3.635523 -1.4 -0.2 -1.6
H -2.259331 -2.625047 -3.212517 -0.2 -0.7 -0.6
H -5.061860 0.168295 -1.943865 -1.8 1.5 -0.1
H -0.962620 -2.447387 -1.168129 -0.8 0.8 -0.6
H -3.539761 0.913404 -0.041998 0.7 -1.2 -0.8
H 2.851112 0.551072 0.540810 1.0 -0.2 0.3
H 4.502835 0.558282 -0.320132 -1.0 0.6 0.8
H 4.302075 1.479612 1.192872 -0.1 -0.2 0.5
H 1.984581 3.020458 -1.890267 -0.3 0.3 -0.2
H -1.840529 0.837161 1.551992 0.3 0.1 0.2
H 1.683526 1.300708 -1.487238 -0.6 -1.0 0.3
H 3.929527 3.904721 0.573253 1.0 0.2 -0.2
H 5.072149 3.592375 -0.910099 -2.3 -0.3 1.1
H 3.472025 4.438040 -0.945023 -0.7 0.1 -0.9
H -1.332191 -3.363073 2.791883 1.1 0.1 -0.1
H -2.179949 -2.973527 1.484257 -1.2 0.9 -0.6
H -0.686455 -3.586267 1.021130 0.1 1.0 1.7
H 0.562684 -1.977420 3.548159 1.2 -1.4 0.9
H 0.897762 -0.317944 2.788462 0.2 -1.4 0.1
H -0.400044 -0.519491 3.775600 -0.6 -0.5 0.6
H 0.085701 0.414463 0.260372 2.1 1.0 -0.5
```
Positions in Å, forces in eV/Å.

natural (NBO) atomic charge list, values in e, 2 entries:
1. C -0.19
2. C -0.22

=====

No. 3
Below is a 2-piece molecular cluster, C3N3P overall, with properties calculated with ωB97M-V/def2-TZVPD.

Computed properties:
Gap between HOMO and LUMO (alpha / beta), eV: 8.96 / 5.59
Relative energy (zero: lowest compared OMol25 entry of this formula, charge and spin), kcal/mol: 85.19
HOMO energy (alpha / beta), Eh: -0.45815 / -0.38194
Electronic energy, Ha: -619.7304

```
7
Properties=species:S:1:pos:R:3:forces:R:3
C 2.737372 -0.578354 -1.005588 -0.8 2.3 -0.1
C -0.975782 -0.210591 -0.690501 0.1 0.2 0.0
C -1.262567 1.164146 1.430791 0.2 0.1 -0.1
N 3.073100 -1.663184 -0.907233 0.7 -2.2 0.2
N -1.444773 -1.109777 -1.231589 -0.2 -0.4 -0.3
N -1.939273 1.231131 2.358316 -0.3 0.1 0.4
P -0.188076 1.166629 0.045803 0.2 0.1 -0.1
```
Positions in Å, forces in eV/Å.

natural (NBO) atomic charge list, values in e, 2 entries:
1. C 0.39
2. C -0.15

=====

No. 4
Below is a 2-piece molecular cluster, C14H30B2O5 overall, with properties calculated with ωB97M-V/def2-TZVPD.

Computed properties:
Gap between HOMO and LUMO, eV: 10.49
HOMO energy, Eh: -0.37282
SMILES: CC[C@H](C)B(CCC(C)C)CB(O)O.C[C@@H]1COC(=O)O1
Electronic energy, Ha: -977.4598

```
51
Properties=species:S:1:pos:R:3:forces:R:3
C 4.900010 0.952125 0.898393 -0.2 0.1 0.3
C 3.653231 1.378573 1.701161 0.1 -0.3 -0.5
C 2.362723 1.439783 0.844502 -0.2 0.6 0.3
C 2.225329 2.840817 0.213257 0.0 -0.3 -0.3
B 1.079723 0.956868 1.648737 0.1 0.0 0.1
C 1.062321 -0.389580 2.493092 -0.3 0.3 -0.1
C 0.560700 -1.642356 1.735717 0.2 -0.2 0.2
C 1.533580 -2.320217 0.759568 0.0 0.1 -0.2
C 2.961808 -2.410117 1.284410 0.1 -0.3 -0.3
C 1.517172 -1.714068 -0.657601 0.1 -0.3 -0.1
C -0.256000 1.792239 1.639706 0.0 -0.1 0.3
B -1.235556 1.284193 0.512961 0.1 0.4 0.0
O -2.269769 0.434932 0.793944 0.1 -0.1 -0.4
O -1.077310 1.700163 -0.811121 0.0 -0.3 0.4
H 5.604647 0.415303 1.533246 0.1 0.1 0.0
H 5.399323 1.822469 0.476056 0.1 -0.1 -0.1
H 4.619893 0.280389 0.087100 0.0 0.0 -0.1
H 3.818941 2.377907 2.103234 0.0 0.0 0.2
H 3.535176 0.697925 2.542814 0.0 0.0 0.0
H 2.470124 0.743124 0.005370 0.0 -0.2 0.1
H 2.425303 3.620205 0.948416 0.0 0.1 0.0
H 1.230095 3.013179 -0.196849 0.0 0.0 0.0
H 2.917819 2.955044 -0.623677 0.2 0.1 0.1
H 0.348411 -0.231605 3.308777 0.0 0.0 0.1
H 2.015085 -0.603288 2.978164 0.1 -0.1 -0.1
H -0.365426 -1.429410 1.195048 0.0 0.0 0.0
H 0.297632 -2.385457 2.493666 0.0 0.0 0.0
H 1.180175 -3.349033 0.653109 -0.1 0.0 0.1
H 3.442605 -1.432894 1.337663 -0.1 0.0 0.2
H 3.554534 -3.003181 0.582493 0.0 0.0 0.0
H 3.020624 -2.918594 2.247190 0.0 0.1 0.1
H 2.417845 -1.139265 -0.873075 -0.1 0.1 0.0
H 1.483651 -2.507718 -1.405459 0.0 0.0 0.0
H 0.633237 -1.095947 -0.828647 0.0 0.1 0.0
H -0.071416 2.857023 1.492396 0.0 0.0 -0.2
H -0.743134 1.674135 2.613019 0.0 -0.1 0.0
H -2.180186 0.063448 1.672322 -0.2 0.1 0.3
H -0.449511 1.099721 -1.224556 0.1 0.2 -0.4
C -3.806921 0.723250 -2.208754 0.0 -0.2 0.0
C -4.630481 -0.158838 -3.108516 0.1 0.2 0.1
C -6.068568 -0.369533 -2.695940 -0.1 0.0 0.0
O -6.364233 -1.644284 -3.284514 0.0 0.1 0.1
C -5.198685 -2.334099 -3.368593 0.0 0.0 0.0
O -5.113533 -3.486236 -3.640443 0.0 0.0 0.0
O -4.151235 -1.520136 -3.094851 0.0 0.0 -0.1
H -2.765446 0.719076 -2.515931 0.0 0.1 0.0
H -4.172462 1.749698 -2.251985 0.0 0.0 0.0
H -3.845361 0.375423 -1.178027 0.0 0.0 0.0
H -4.581367 0.190061 -4.144725 0.0 0.0 0.0
H -6.752490 0.387437 -3.070379 -0.1 -0.1 -0.1
H -6.172626 -0.458650 -1.611888 0.0 0.1 0.0
```
Positions in Å, forces in eV/Å.

natural (NBO) atomic charge list, values in e, 2 entries:
1. C -0.61
2. C -0.38

=====

No. 5
Below is a 2-piece molecular cluster, C6H15N2O3 overall, with properties calculated with ωB97M-V/def2-TZVPD.

Computed properties:
Gap between HOMO and LUMO (alpha / beta), eV: 8.30 / 8.30
Total charge: +1
Relative energy (zero: lowest compared OMol25 entry of this formula, charge and spin), kcal/mol: 57.57
HOMO energy (alpha / beta), Eh: -0.46117 / -0.46114
Electronic energy, Ha: -572.4246

```
26
Properties=species:S:1:pos:R:3:forces:R:3
C 2.107525 -1.401590 -1.467274 0.6 -1.4 -1.2
C -2.560376 1.439131 0.727009 -2.6 -2.6 -1.3
C 2.387351 -1.126550 -0.041182 -1.4 -1.7 2.5
C -0.401783 1.182366 -0.670971 0.3 1.7 -0.9
C -1.936540 1.047053 -0.658439 0.3 0.8 2.6
C 1.653757 0.046321 0.530045 0.4 2.5 -0.1
N 2.314887 1.660836 -0.620331 -1.2 -2.1 0.0
N 0.106681 0.135678 0.315447 1.3 -1.0 -2.7
O 3.115258 2.151915 0.020689 0.7 0.5 0.9
O -2.051607 -0.302772 -0.969868 -3.7 -1.5 -0.7
O 2.100652 0.498150 1.751282 -2.7 -2.1 -1.0
H 2.609818 -2.379242 -1.656144 0.5 1.1 -0.5
H 2.451332 -0.531497 -2.036564 -0.1 -0.7 -0.6
H 1.114531 -1.771177 -1.784666 -0.2 1.0 0.6
H -2.104606 2.346365 0.972906 1.0 1.0 1.6
H -2.719664 0.516955 1.401067 1.2 1.7 -0.4
H -3.641623 1.733973 0.590134 1.0 -0.3 -0.2
H 3.448144 -1.000823 0.254330 -0.4 0.2 -0.7
H 2.124512 -2.081174 0.543247 0.1 1.3 -0.3
H 0.094537 2.123458 -0.297667 -1.3 -0.6 -0.6
H -0.195063 1.075661 -1.794731 0.8 -0.6 2.0
H -2.436959 1.706147 -1.335237 0.2 0.3 -1.1
H -0.276437 -0.721982 -0.103224 0.5 -0.4 0.0
H -0.507014 0.230772 1.087519 -0.1 0.5 1.9
H -3.058639 -0.527864 -1.065312 2.8 0.4 0.2
H 2.700115 1.175002 1.502230 1.8 1.9 0.1
```
Positions in Å, forces in eV/Å.

natural (NBO) atomic charge list, values in e, 2 entries:
1. C -0.65
2. C -0.70

=====

No. 6
Below is an isolated molecule of C2H2ClP, with properties calculated with ωB97M-V/def2-TZVPD.

Computed properties:
Gap between HOMO and LUMO, eV: 8.62
Relative energy (zero: lowest compared OMol25 entry of this formula, charge and spin), kcal/mol: 31.97
HOMO energy, Eh: -0.32511
SMILES: ClC1=PC1
Electronic energy, Ha: -878.8579

```
6
Properties=species:S:1:pos:R:3:forces:R:3
C -0.792554 -0.067756 0.150123 2.0 -2.6 -1.3
C 0.675579 0.056110 -0.011795 -1.7 -1.2 -3.3
P -0.260548 -1.687205 -0.005054 -0.5 3.0 0.4
Cl -2.030465 1.023009 -0.010927 -0.8 0.5 0.2
H 1.219362 0.400602 -0.936888 -1.1 -0.3 0.7
H 1.188628 0.275242 0.814541 2.1 0.8 3.3
```
Positions in Å, forces in eV/Å.

natural (NBO) atomic charge list, values in e, 2 entries:
1. C -0.44
2. C -0.59